# 1
The following is a quantum chemistry calculation of 13 unconnected molecules or ions with the total composition C19H64O13 in a non-equilibrium geometry, from the OMol25 dataset.

Each line ends with the Mulliken charge.
Atoms and positions in Å:
1 C -24.868 -41.544 29.429  -0.27
2 O -26.191 -41.657 29.011  -0.63
3 H -24.868 -41.729 30.621  0.19
4 H -24.400 -40.491 29.475  0.00
5 H -24.427 -42.500 29.042  0.32
6 H -26.701 -42.464 29.323  0.33
7 C -29.080 -35.149 27.789  -1.38
8 O -27.875 -35.266 28.431  -0.08
9 H -28.908 -34.941 26.846  0.38
10 H -29.605 -34.332 28.014  0.52
11 H -29.447 -36.082 27.954  0.43
12 H -27.693 -34.375 28.546  0.30
13 C -21.205 -37.809 29.531  -1.41
14 O -21.665 -36.955 30.462  -0.34
15 H -19.985 -37.927 29.714  0.16
16 H -21.290 -37.567 28.658  0.65
17 H -21.663 -38.685 29.549  0.56
18 H -21.324 -36.027 30.140  0.23
19 C -25.937 -39.341 34.044  -0.79
20 O -25.732 -39.579 32.587  -0.61
21 H -25.152 -39.667 34.448  0.46
22 H -26.920 -39.761 34.146  0.29
23 H -25.969 -38.305 34.056  0.15
24 H -25.243 -38.729 32.187  0.52
25 C -24.747 -36.728 25.945  -0.43
26 O -23.978 -37.620 26.797  -0.47
27 H -24.638 -37.055 24.922  0.30
28 H -24.310 -35.715 25.970  0.25
29 H -25.622 -36.522 26.210  0.04
30 H -24.574 -38.059 27.404  0.26
31 C -22.420 -34.324 28.287  -0.67
32 O -21.614 -33.951 29.392  -0.52
33 H -22.181 -35.216 27.690  0.26
34 H -22.459 -33.473 27.457  0.35
35 H -23.349 -34.780 28.619  0.23
36 H -21.950 -33.025 29.598  0.32
37 C -27.369 -31.841 29.992  -0.96
38 O -27.834 -32.577 28.929  -0.42
39 H -26.435 -31.418 29.910  0.40
40 H -27.314 -32.376 30.887  0.34
41 H -28.026 -31.026 30.153  0.42
42 H -27.844 -31.936 28.282  0.19
43 C -27.657 -38.714 27.397  -0.34
44 O -26.247 -39.349 27.537  -0.48
45 H -27.887 -37.824 28.174  -0.21
46 H -28.388 -39.446 27.321  0.48
47 H -27.860 -37.843 26.686  0.24
48 H -26.361 -40.086 28.239  0.28
49 C -29.676 -34.059 31.865  0.31
50 O -30.115 -33.073 31.035  -0.55
51 H -28.647 -34.528 31.677  -0.24
52 H -30.492 -34.987 31.492  0.15
53 H -29.721 -33.775 32.933  0.07
54 H -29.355 -33.014 30.344  0.30
55 C -28.661 -37.833 31.179  -0.15
56 O -28.583 -38.696 32.276  -0.56
57 H -28.590 -36.837 31.131  -0.15
58 H -29.901 -37.894 30.783  0.07
59 H -28.046 -38.355 30.524  0.25
60 H -27.791 -39.240 32.068  0.47
61 C -22.670 -35.678 34.811  -1.19
62 C -21.842 -34.855 33.828  1.25
63 C -22.386 -33.359 33.631  -1.27
64 O -20.608 -34.751 34.329  -0.59
65 H -22.560 -35.300 35.991  0.24
66 H -22.326 -36.712 34.645  0.33
67 H -23.622 -35.808 34.489  0.43
68 H -21.991 -35.381 32.837  -0.39
69 H -23.478 -33.543 33.178  0.16
70 H -21.772 -32.891 33.100  0.54
71 H -22.207 -32.705 34.523  0.32
72 H -20.025 -34.375 33.609  0.38
73 C -25.199 -37.261 29.882  1.15
74 C -24.621 -36.675 31.130  0.00
75 C -25.636 -35.980 32.164  0.40
76 O -24.021 -37.711 31.853  -0.56
77 H -25.618 -36.407 29.097  0.00
78 H -26.000 -37.887 29.957  -0.23
79 H -24.301 -37.741 29.316  -0.37
80 H -23.932 -35.873 31.010  0.27
81 H -26.239 -35.064 31.575  -0.28
82 H -25.008 -35.647 33.044  -0.13
83 H -26.586 -36.603 32.396  -0.40
84 H -23.199 -37.704 31.455  0.28
85 C -29.913 -35.301 35.652  -1.45
86 C -29.326 -36.496 34.968  1.10
87 C -29.569 -37.766 35.895  -1.57
88 O -29.998 -36.723 33.822  -0.54
89 H -29.626 -34.423 35.046  0.28
90 H -29.511 -35.022 36.771  0.31
91 H -30.931 -35.259 35.866  0.39
92 H -28.161 -36.336 34.929  -0.04
93 H -29.353 -38.624 35.526  0.52
94 H -30.644 -37.894 36.020  0.35
95 H -29.061 -37.735 36.985  0.29
96 H -29.420 -37.073 33.229  0.23

Properties
calculated total energy = -1739.7208 Eh
HOMO-LUMO gap = 0.34495 Ha
highest occupied orbital energy = -9.465 eV
spin multiplicity = 1


# 2
The following is a quantum chemistry calculation of a molecular structure, C30H18BrF3N3O7Os, from the OMol25 dataset.

Each line ends with the Löwdin spin population.
Atoms and positions in Å:
1 Os -0.049 -0.303 -0.492  2.75
2 O 0.570 5.193 1.968  0.01
3 C 0.496 3.994 1.412  0.02
4 C 1.632 3.215 1.118  0.00
5 C 1.425 1.995 0.538  0.02
6 N 0.189 1.584 0.252  0.03
7 C -0.905 2.299 0.519  0.02
8 C -0.800 3.527 1.108  0.00
9 C -2.156 1.586 0.050  0.01
10 O -3.244 2.050 0.116  0.03
11 O -1.889 0.346 -0.476  0.18
12 C 2.457 0.978 0.100  0.01
13 O 3.621 1.204 0.054  0.03
14 O 1.893 -0.216 -0.249  0.18
15 H 1.483 5.461 2.138  0.00
16 H 2.640 3.555 1.321  0.00
17 H -1.677 4.123 1.323  0.00
18 C 1.351 -2.370 -3.254  0.00
19 O 1.051 -0.987 -3.022  0.06
20 C 2.023 -0.087 -3.375  0.00
21 C 3.250 -0.399 -3.919  0.00
22 C 4.149 0.643 -4.132  0.00
23 Br 5.835 0.235 -4.864  0.00
24 C 3.851 1.948 -3.805  0.00
25 C 2.593 2.266 -3.288  0.00
26 C 1.692 1.232 -3.105  0.00
27 O 0.446 1.473 -2.520  0.07
28 C 2.320 3.676 -2.929  0.00
29 N 3.161 4.640 -3.153  0.00
30 C 2.571 5.773 -2.599  0.00
31 C 3.044 7.082 -2.532  0.00
32 C 2.254 8.022 -1.903  0.00
33 C 1.006 7.681 -1.351  0.00
34 C 0.519 6.391 -1.414  0.00
35 C 1.332 5.450 -2.045  0.00
36 N 1.188 4.095 -2.263  0.00
37 H 2.243 -2.661 -2.699  0.00
38 H 1.490 -2.543 -4.320  0.00
39 H 0.493 -2.931 -2.900  0.00
40 H 3.536 -1.414 -4.145  0.00
41 H 4.563 2.747 -3.953  0.00
42 H -0.237 0.992 -3.011  0.00
43 H 3.999 7.342 -2.971  0.00
44 H 2.594 9.047 -1.836  0.00
45 H 0.410 8.451 -0.878  0.00
46 H -0.454 6.140 -1.010  0.00
47 H 0.388 3.526 -2.063  0.00
48 F -2.415 -9.467 -0.318  0.00
49 C -2.282 -8.740 0.798  0.00
50 F -1.383 -9.351 1.584  0.00
51 F -3.459 -8.756 1.444  0.00
52 C -1.860 -7.318 0.501  0.04
53 C -1.888 -6.829 -0.796  -0.01
54 C -1.518 -5.519 -1.039  0.05
55 C -1.119 -4.703 0.026  0.04
56 C -1.094 -5.206 1.333  0.05
57 C -1.465 -6.514 1.565  -0.01
58 C -0.738 -3.362 -0.222  0.35
59 C -0.407 -2.192 -0.450  0.04
60 H -2.196 -7.469 -1.610  0.00
61 H -1.541 -5.120 -2.044  0.00
62 H -0.782 -4.570 2.149  0.00
63 H -1.446 -6.916 2.569  0.00

Properties
calculated total energy = -4808.9949 Eh
HOMO-LUMO gap (spin up / spin down) = 0.25277 / 0.17725 Ha
highest occupied orbital energy (spin up / spin down) = -10.825 / -10.821 eV
net charge = +1
spin multiplicity = 5


Molar mass per entry: 500.71 859.62 g mol⁻¹